A structure of composition C17H19N6PtS2. Source: OMol25; level of theory: the ωB97M-V functional and the def2-TZVPD basis.

Properties
- M: 566.6 g mol⁻¹
- Net charge: +1
- Spin multiplicity: 3
- Kohn-Sham gap (alpha / beta): 6.9 / 6.3 eV

Cartesian coordinates (Å):
Pt -0.78242 -0.34852 0.04384
S -2.72977 -1.02912 -1.07910
S -0.84758 -0.95658 2.37101
N 0.37135 1.24672 0.96367
N -3.02261 -3.57019 -1.72101
N -0.61779 0.88285 4.24922
N 0.21093 1.55080 2.24590
N -2.78829 -3.16234 0.52423
N 0.89287 0.03192 -1.26716
C -2.83143 -2.71717 -0.72065
C -2.93486 -4.57764 0.85964
C -0.39174 0.63302 2.95471
C -2.35932 -5.40852 -0.27776
C 1.79826 3.18038 0.58409
C 3.18299 3.32333 0.53901
C 1.15112 1.91590 0.17854
C 1.60069 5.43880 1.38813
C 2.22897 1.23290 -3.35843
C 1.36553 1.29178 -1.12713
C 2.04207 1.91521 -2.17108
C 1.10305 -0.63370 -2.40534
C -3.07493 -5.02553 -1.56274
C 3.77176 4.51749 0.92436
C 2.98140 5.57772 1.34247
C 1.76592 -0.07221 -3.47674
C 1.00919 4.24324 1.01783
H -0.06647 4.13144 1.06182
H -1.29299 -5.19348 -0.37039
H 0.98429 6.26516 1.71644
H 2.40771 2.92298 -2.03544
H -1.00560 0.17362 4.84215
H 4.84910 4.61441 0.90080
H -2.60734 -2.49035 1.25406
H -0.27823 1.74260 4.64916
H -3.10021 -3.17345 -2.64222
H -2.59853 -5.47949 -2.42991
H 0.73261 -1.64976 -2.43506
H 2.73041 1.71121 -4.18889
H -4.11479 -5.35876 -1.53445
H 1.91701 -0.64697 -4.37874
H -3.99241 -4.81474 0.99906
H -2.41575 -4.76594 1.79641
H 3.79807 2.48981 0.22007
H 3.44335 6.51156 1.63412
H -2.48558 -6.47039 -0.07851

=====

The molecule C17H19NO2S. Source: OMol25; level of theory: the ωB97M-V functional and the def2-TZVPD basis.

Properties
- M: 301.4 g mol⁻¹
- Spin multiplicity: 1
- Kohn-Sham gap: 7.0 eV
- Structure (SMILES): CCOc1ccc(NC(=O)c2csc3c2CCCC3)cc1
- Energy relative to the best compared isomer or geometry (same formula, charge and spin): 344.89 kcal per mole

Cartesian coordinates (Å):
S -1.93870 2.36207 -0.53286
O -1.75285 -0.78250 3.45068
O 4.34683 1.01871 -0.62533
N 0.47593 -0.46171 2.76958
C 3.62207 0.81400 1.40990
C -1.47294 0.31365 1.30828
C 1.31394 -0.21813 0.36053
C -0.97101 1.79571 0.95367
C -3.94349 0.70809 -1.34369
C 4.35957 0.78980 -2.10663
C -4.05960 -1.73523 -0.55959
C -4.78714 -0.28841 -0.88351
C 4.82479 -0.56681 -2.40199
C 1.44545 0.17867 1.69765
C -2.65938 -0.10792 0.63552
C -1.02702 -0.38134 2.33722
C 2.57499 0.45189 2.26992
C -2.85867 0.95731 -0.48778
C 3.38548 0.64229 0.00461
C 2.25058 -0.06369 -0.63430
C -3.26503 -1.20602 0.77791
H 4.42577 1.36658 1.72328
H 2.72720 0.75799 3.52465
H 0.62681 -0.68174 3.65403
H 5.05078 -0.70977 -3.36395
H -3.94649 -1.29765 1.68384
H 4.16565 -1.32370 -1.96370
H -0.21585 2.13054 1.35833
H 5.83896 -0.62426 -1.92063
H -3.36877 -1.84282 -1.35897
H -5.66055 -0.72369 -1.78296
H -2.62134 -2.03777 0.91056
H -3.47560 0.12439 -2.30180
H 2.18062 -0.14928 -1.54789
H -4.80617 -2.54212 -0.16240
H -5.53551 -0.03094 -0.34547
H 0.39942 -0.77620 -0.07087
H -4.44182 1.77264 -1.54862
H 5.25703 1.46807 -2.29565
H 3.53606 0.89929 -2.59155